No. 1
Formula: C36H72O18S7
Source: the OMol25 dataset
Level of theory: ωB97M-V with the def2-TZVPD basis set

Structure (XYZ):
```
133
Properties=species:S:1:pos:R:3:lowdin_charge:R:1
O 2.499 -1.262 -3.789 -0.3353
S 3.841 -0.856 -3.437 0.6779
O 4.942 -1.424 -4.140 -0.3131
C 4.129 0.954 -3.516 -0.2218
C 4.121 1.470 -2.069 -0.2184
C 4.826 0.336 -1.237 -0.1802
C 3.967 -0.890 -1.622 -0.2063
H 3.376 1.456 -4.162 0.0938
H 5.122 1.046 -3.928 0.0901
H 4.553 2.492 -1.951 0.1262
H 3.036 1.539 -1.759 0.1000
H 4.771 0.510 -0.135 0.1158
H 5.857 0.244 -1.476 0.0968
H 2.962 -0.790 -1.203 0.0858
H 4.325 -1.868 -1.336 0.1017
O 1.606 4.215 2.207 -0.3622
S 2.520 3.072 2.038 0.6787
O 3.231 2.940 0.821 -0.3173
C 3.737 3.172 3.375 -0.2067
C 3.137 2.199 4.486 -0.1671
C 2.594 1.017 3.653 -0.2306
C 1.672 1.536 2.616 -0.1951
H 3.849 4.226 3.645 0.1009
H 4.621 2.727 2.876 0.1026
H 4.016 1.934 5.119 0.1209
H 2.318 2.713 4.997 0.1140
H 1.988 0.345 4.241 0.0948
H 3.460 0.440 3.382 0.1199
H 0.647 1.703 2.879 0.0619
H 1.759 0.901 1.762 0.0825
O -1.672 -0.693 -5.297 -0.3273
S -1.526 -2.109 -5.518 0.6622
O -2.573 -3.003 -5.069 -0.3383
C -1.268 -2.452 -7.294 -0.2025
C 0.213 -2.885 -7.449 -0.1826
C 0.532 -3.663 -6.109 -0.1777
C 0.014 -2.760 -5.025 -0.2763
H -1.463 -1.545 -7.860 0.0956
H -1.949 -3.233 -7.596 0.0954
H 0.446 -3.500 -8.272 0.0911
H 0.894 -2.024 -7.441 0.1173
H 1.526 -3.979 -5.943 0.1055
H -0.210 -4.508 -6.187 0.1318
H 0.649 -1.932 -4.828 0.0643
H -0.091 -3.259 -4.070 0.0933
O -1.011 2.280 4.121 -0.3526
S -2.073 3.126 3.619 0.6715
O -3.392 2.848 4.146 -0.3058
C -1.643 4.813 4.054 -0.2055
C -1.437 5.552 2.737 -0.1888
C -2.313 4.765 1.665 -0.1853
C -1.952 3.257 1.853 -0.2076
H -0.808 4.723 4.747 0.1106
H -2.544 5.170 4.480 0.0873
H -1.686 6.631 2.748 0.1198
H -0.400 5.520 2.410 0.0781
H -2.157 5.127 0.628 0.1040
H -3.410 4.811 1.815 0.1154
H -0.837 3.154 1.620 0.1216
H -2.538 2.552 1.350 0.0524
O -4.928 -0.599 0.977 -0.3300
S -4.255 0.002 -0.186 0.7382
O -2.974 0.731 -0.133 -0.3608
C -4.112 -1.336 -1.485 -0.1753
C -5.487 -1.189 -2.107 -0.2465
C -5.770 0.277 -2.326 -0.2524
C -5.387 1.076 -1.116 -0.2164
H -3.880 -2.251 -0.936 0.0771
H -3.397 -0.970 -2.179 0.0918
H -5.581 -1.743 -3.042 0.1232
H -6.262 -1.618 -1.441 0.1274
H -6.823 0.369 -2.680 0.1255
H -5.243 0.603 -3.293 0.1427
H -6.337 1.197 -0.554 0.1186
H -4.849 2.026 -1.160 0.1021
O -1.245 -3.223 5.055 -0.3173
S -0.770 -1.907 4.716 0.6779
O 0.572 -1.521 5.167 -0.3288
C -1.019 -1.688 2.986 -0.2294
C -2.178 -0.680 2.840 -0.2277
C -3.030 -0.676 4.063 -0.1840
C -1.971 -0.685 5.184 -0.2117
H -1.343 -2.680 2.609 0.1049
H -0.169 -1.333 2.392 0.0887
H -1.705 0.284 2.718 0.0924
H -2.662 -0.926 1.918 0.0650
H -3.534 -1.629 4.177 0.1177
H -3.714 0.187 4.033 0.1204
H -2.333 -0.977 6.159 0.1093
H -1.518 0.290 5.147 0.0749
O 3.753 -3.693 1.594 -0.3381
S 2.805 -4.674 2.091 0.6463
O 2.187 -5.512 1.093 -0.3410
C 3.370 -5.703 3.440 -0.2309
C 2.185 -5.787 4.452 -0.1988
C 1.585 -4.374 4.518 -0.2001
C 1.454 -3.921 3.022 -0.2248
H 4.273 -5.172 3.891 0.1275
H 3.685 -6.652 3.005 0.0997
H 1.390 -6.402 4.021 0.1168
H 2.536 -6.292 5.330 0.1040
H 2.342 -3.757 4.982 0.1107
H 0.620 -4.286 4.994 0.0744
H 1.405 -2.813 2.879 0.0920
H 0.536 -4.332 2.528 0.1084
C 0.626 6.073 -1.004 -0.0482
C 1.299 4.892 -1.699 -0.1805
O 0.183 4.205 -2.395 -0.0332
C 0.514 3.278 -3.327 -0.5595
C -0.682 2.829 -4.106 0.0237
O 1.643 2.947 -3.535 0.0946
H -0.192 5.637 -0.458 0.0472
H 0.317 6.761 -1.785 0.0789
H 1.379 6.470 -0.305 0.0902
H 2.116 5.093 -2.424 0.1306
H 1.731 4.181 -0.992 0.0949
H -0.364 2.232 -4.947 0.0821
H -1.120 3.740 -4.573 0.1040
H -1.351 2.243 -3.451 0.0848
C -1.632 -3.451 -0.439 -0.0506
C -0.291 -3.199 -1.107 -0.1161
O -0.260 -1.850 -1.762 0.0108
C 0.129 -0.846 -1.057 -0.6506
C -0.020 0.369 -1.748 0.0220
O 0.653 -0.953 0.029 0.0780
H -2.528 -3.592 -1.091 0.0788
H -1.919 -2.582 0.183 0.0684
H -1.616 -4.252 0.254 0.0675
H 0.513 -3.199 -0.343 0.1163
H 0.007 -3.930 -1.868 0.1209
H -0.210 1.204 -1.010 0.1315
H -0.831 0.226 -2.477 0.0978
H 0.880 0.546 -2.278 0.0746
```

Values from the calculation:
- F_max: 3.974 eV/A
- DFT total energy: -151198.415 eV
- Orbital gap: 10.290 eV
- Structure (SMILES): O=S1(=O)CCCC1.O=S1(=O)CCCC1.O=S1(=O)CCCC1.O=S1(=O)CCCC1.O=S1(=O)CCCC1.O=S1(=O)CCCC1.O=S1(=O)CCCC1.CCOC(C)=O.CCOC(C)=O
- HOMO energy: -9.948 eV

=====

No. 2
Formula: C32H8Cl2F15GeIrNO6S
Source: the OMol25 dataset
Level of theory: ωB97M-V with the def2-TZVPD basis set

Structure (XYZ):
```
67
Properties=species:S:1:pos:R:3:nbo_charge:R:1
Ir 1.204 0.519 -1.309 1.2428
O 1.774 -2.041 -4.423 -0.6004
C 1.445 -1.159 -3.524 0.8146
O 2.217 -0.744 -2.656 -0.5368
C 0.049 -0.642 -3.618 0.0846
C -0.978 -1.097 -4.418 -0.1347
C -2.220 -0.475 -4.286 -0.1394
C -2.382 0.574 -3.386 -0.1527
C -1.283 0.966 -2.643 0.0819
N -0.123 0.353 -2.764 -0.3230
C -1.191 1.977 -1.539 0.8230
O -2.010 2.988 -1.470 -0.5806
O -0.322 1.846 -0.685 -0.5229
H 2.689 -2.341 -4.278 0.5310
H -0.817 -1.922 -5.098 0.2662
H -3.062 -0.819 -4.869 0.2578
H -3.351 1.036 -3.244 0.2517
H -2.631 3.023 -2.210 0.5131
Cl 7.567 3.824 -2.375 0.0361
C 5.908 3.328 -2.244 -0.0684
C 4.963 3.865 -3.140 -0.1642
C 3.651 3.493 -3.084 -0.1166
Cl 2.504 4.188 -4.187 0.0296
C 3.193 2.534 -2.152 0.4718
O 1.939 2.182 -2.172 -0.7399
C 4.145 2.040 -1.229 -0.3133
C 3.795 1.141 -0.189 0.4477
O 2.677 0.631 0.059 -0.5702
C 5.509 2.448 -1.293 -0.1512
H 5.282 4.586 -3.882 0.2543
H 4.584 0.856 0.511 0.1811
H 6.218 2.060 -0.572 0.2395
F 1.290 0.755 2.298 -0.3030
C 0.091 1.339 2.400 0.4061
C -1.046 0.632 2.047 -0.6023
C -2.259 1.273 2.246 0.4140
F -3.420 0.671 1.958 -0.3101
C -2.338 2.558 2.748 0.2481
F -3.516 3.143 2.936 -0.2759
C -1.176 3.242 3.055 0.3130
F -1.242 4.476 3.527 -0.2676
C 0.053 2.634 2.878 0.2501
F 1.169 3.292 3.171 -0.2773
Ge -0.815 -1.194 1.424 1.4481
S 0.328 -1.460 -0.464 -0.6386
C -0.019 -2.132 2.926 -0.5768
C -0.762 -2.153 4.097 0.4112
F -1.970 -1.562 4.120 -0.3121
C -0.329 -2.767 5.252 0.2506
F -1.072 -2.771 6.354 -0.2742
C 0.909 -3.387 5.248 0.3137
F 1.350 -3.986 6.342 -0.2682
C 1.687 -3.377 4.106 0.2618
F 2.880 -3.965 4.116 -0.2771
C 1.219 -2.751 2.963 0.3713
F 2.025 -2.768 1.898 -0.2939
C -2.545 -1.996 0.971 -0.5747
C -3.050 -3.185 1.471 0.4231
F -2.376 -3.899 2.374 -0.3031
C -4.261 -3.714 1.047 0.2564
F -4.720 -4.848 1.559 -0.2711
C -4.988 -3.059 0.072 0.3073
F -6.135 -3.561 -0.357 -0.2684
C -4.507 -1.877 -0.461 0.2445
F -5.188 -1.239 -1.420 -0.2936
C -3.313 -1.378 0.003 0.4079
F -2.898 -0.204 -0.537 -0.3520
```

Values from the calculation:
- Charge: +1
- F_max: 1.423 eV/A
- DFT total energy: -183079.326 eV
- Orbital gap: 6.295 eV
- HOMO energy: -11.084 eV